Entry from the OMol25 dataset: a 2-piece molecular cluster, C2H8NO2 overall (ωB97M-V/def2-TZVPD).

```
13
Properties=species:S:1:pos:R:3:forces:R:3:mulliken_charge:R:1
C -1.447010 -0.280197 -0.245444 0.01 -0.98 1.14 -0.7368
N -0.115007 -0.484015 -0.703911 3.67 0.77 0.91 -0.7799
C 0.854671 -0.847982 0.596193 -2.10 -0.10 1.28 -0.2267
O 0.472344 -2.052614 1.133967 1.45 2.19 -1.46 -0.8198
H -2.091225 -0.457590 -1.100910 -0.64 0.64 0.01 0.2824
H -1.546768 0.748616 0.269380 -0.16 -1.70 -0.84 0.2164
H -1.541556 -1.181647 0.412218 -1.05 1.01 0.51 0.2946
H 0.014997 -1.440787 -1.010822 -0.63 -0.05 -0.68 0.3995
H 0.544493 0.030012 1.389172 1.12 -1.07 -1.62 0.1203
H 1.931286 -0.684743 0.133136 -1.63 -0.43 0.96 0.1893
H 0.618097 1.498136 -0.518877 0.65 1.96 -0.39 0.4898
H 1.412870 2.654928 0.222255 -0.17 -0.22 -0.15 0.3087
O 0.892808 2.497883 -0.576358 -0.52 -2.03 0.32 -0.7380
```
Positions in Å, forces in eV/Å.

As for the charge: -1. Its spin multiplicity is 1. The relative energy (zero: lowest compared OMol25 entry of this formula, charge and spin) comes out at 1.585 eV. The LUMO energy is 4.336 eV.